No. 1
C3H4N2O2 | ωB97M-V/def2-TZVPD

Properties
* E_LUMO: 0.17 eV
* relative energy (zero: lowest compared OMol25 entry of this formula, charge and spin): 188.8 kcal/mol
* largest force on an atom: 10.6 eV Å⁻¹
* HOMO-LUMO gap: 9.02 eV
* multiplicity: 1
* calculated total energy: -376.46288 Eh

Last column: Mulliken charge in e.
CARTESIAN COORDINATES (ANGSTROEM)
H -2.10408 -1.63350 1.77643  0.36
C -0.01741 -0.25049 0.24430  0.57
H -1.40260 0.98399 -1.27272  0.28
C -0.47606 0.93950 -0.58737  -0.19
C 1.44898 -0.46640 -0.34487  -0.24
H -0.29666 1.80188 0.24852  0.21
H 2.36492 -1.02668 0.15766  0.31
O 0.59752 1.08236 -1.52524  -0.17
N -0.30373 -1.06955 1.12971  -0.49
N 1.59322 0.24996 -1.43753  -0.24
O -1.40409 -0.61105 1.61111  -0.41



No. 2
C3H4N2O2 | ωB97M-V/def2-TZVPD

Properties
* E_LUMO: -0.23 eV
* relative energy (zero: lowest compared OMol25 entry of this formula, charge and spin): 154.6 kcal/mol
* largest force on an atom: 8.5 eV Å⁻¹
* HOMO-LUMO gap: 10.18 eV
* multiplicity: 1
* calculated total energy: -376.51739 Eh

Last column: Mulliken charge in e.
CARTESIAN COORDINATES (ANGSTROEM)
C -2.16258 -0.37793 -0.02189  -0.79
H -2.62421 -0.62343 -0.87113  0.31
N 0.01435 -1.41794 0.03859  -0.31
C 0.18946 0.82052 -0.04081  0.77
C -0.60661 -0.38441 0.02570  0.28
N 1.34224 -1.08546 -0.19666  -0.21
O 1.49071 0.39783 -0.00248  -0.25
H -2.10915 0.98953 0.19993  0.22
H 2.05104 -1.23635 0.94566  0.34
H -2.48543 -1.16764 0.82499  0.23
O -0.09696 2.00374 0.03112  -0.58



No. 3
C3H4N2O2 | ωB97M-V/def2-TZVPD

Properties
* E_LUMO: 0.64 eV
* relative energy (zero: lowest compared OMol25 entry of this formula, charge and spin): 30.5 kcal/mol
* SMILES string: Nc1coc(=O)[nH]1
* largest force on an atom: 0.5 eV Å⁻¹
* HOMO-LUMO gap: 9.33 eV
* multiplicity: 1
* calculated total energy: -376.71517 Eh

Last column: Mulliken charge in e.
CARTESIAN COORDINATES (ANGSTROEM)
H 0.45866 -1.88002 0.13846  0.22
H -2.49858 -0.38981 0.42074  0.24
O 2.88273 -0.66270 0.06981  -0.58
O 1.44152 1.10663 0.24127  -0.32
H -2.08299 -0.15694 -1.19785  0.23
C 0.07187 1.24006 0.17627  -0.35
N -1.77629 -0.42443 -0.27620  -0.48
C 1.76072 -0.23050 0.12378  0.44
C -0.49926 0.03463 0.04570  0.20
N 0.56089 -0.88241 0.06030  0.01
H -0.31927 2.24548 0.19773  0.39



No. 4
C3H4N2O2 | ωB97M-V/def2-TZVPD

Properties
* E_LUMO: 0.37 eV
* relative energy (zero: lowest compared OMol25 entry of this formula, charge and spin): 90.3 kcal/mol
* SMILES string: Nn1ccc(=O)o1
* largest force on an atom: 2.7 eV Å⁻¹
* HOMO-LUMO gap: 9.51 eV
* multiplicity: 1
* calculated total energy: -376.61993 Eh

Last column: Mulliken charge in e.
CARTESIAN COORDINATES (ANGSTROEM)
H -2.18348 0.48915 1.33305  0.24
N -1.39585 1.16996 1.31496  -0.56
C 0.97998 -0.70146 -0.25601  0.59
C -0.07926 -0.69545 -1.29453  -0.46
O 1.99875 -1.29643 -0.10768  -0.55
N -0.58834 0.86046 0.25106  0.36
C -1.05847 0.15399 -0.89196  -0.36
H -1.64438 2.13385 1.21634  0.26
H -0.06392 -1.41385 -2.14855  0.33
H -1.99214 0.41292 -1.34408  0.42
O 0.59122 0.24924 0.68719  -0.26



No. 5
C3H4N2O2S | ωB97M-V/def2-TZVPD

Properties
* E_LUMO: 0.23 eV
* relative energy (zero: lowest compared OMol25 entry of this formula, charge and spin): 155.8 kcal/mol
* SMILES string: N=[S@@H](=O)c1ccon1
* largest force on an atom: 9.0 eV Å⁻¹
* HOMO-LUMO gap: 9.69 eV
* multiplicity: 1
* calculated total energy: -774.67853 Eh

Last column: Mulliken charge in e.
CARTESIAN COORDINATES (ANGSTROEM)
N 1.56975 -0.58506 -1.69472  -0.61
H -0.53023 0.72296 -2.33337  0.19
C -0.39803 0.46729 2.20586  -0.21
H 2.19726 -0.08352 -2.36773  0.25
C -0.23578 -0.01772 0.00410  0.36
S 0.03394 -0.38651 -1.64229  0.62
H -0.22008 0.59783 3.30547  0.38
C -0.11962 -0.50229 1.24170  -0.30
H 0.17218 -1.60512 1.35829  0.28
O -0.78329 -1.54834 -1.93897  -0.58
N -0.78152 1.42072 0.28846  -0.31
O -0.90459 1.51974 1.57319  -0.08



No. 6
C3H4N2O2S | ωB97M-V/def2-TZVPD

Properties
* E_LUMO: 0.67 eV
* relative energy (zero: lowest compared OMol25 entry of this formula, charge and spin): 53.0 kcal/mol
* SMILES string: Nc1co/c(=N\S)o1
* largest force on an atom: 2.1 eV Å⁻¹
* HOMO-LUMO gap: 8.63 eV
* multiplicity: 1
* calculated total energy: -774.84231 Eh

Last column: Mulliken charge in e.
CARTESIAN COORDINATES (ANGSTROEM)
S -3.39709 0.07582 -0.11423  -0.16
H 3.17578 0.20310 -0.29019  0.25
H 2.68938 -1.21603 0.56959  0.25
N -2.00558 -0.91365 0.04475  -0.38
N 2.48617 -0.52738 -0.17412  -0.52
C 0.64621 1.22090 0.02173  -0.24
C 1.20234 0.00589 -0.07687  0.41
H -4.29114 -0.91548 0.07598  0.15
H 0.94162 2.28437 0.09523  0.33
C -0.94453 -0.28715 -0.01271  0.65
O -0.72034 1.05299 -0.04651  -0.37
O 0.21717 -0.98339 -0.09266  -0.36



No. 7
C3H4N2O2S | ωB97M-V/def2-TZVPD

Properties
* E_LUMO: -0.04 eV
* relative energy (zero: lowest compared OMol25 entry of this formula, charge and spin): 34.0 kcal/mol
* largest force on an atom: 6.4 eV Å⁻¹
* HOMO-LUMO gap: 9.11 eV
* multiplicity: 1
* calculated total energy: -774.87260 Eh

Last column: Mulliken charge in e.
CARTESIAN COORDINATES (ANGSTROEM)
C -0.10043 -1.92814 -0.62886  -0.35
N -1.17376 -1.15293 -0.93673  -0.09
O 2.39286 2.85092 1.32475  -0.43
O 0.02555 3.37821 1.25139  -0.42
C -1.04419 0.08713 -0.42836  -0.31
H 0.00971 -2.88381 -0.84068  0.49
H 1.74090 -1.33222 0.31788  0.41
H -2.08059 -1.50729 -1.32148  0.25
N 0.22200 0.21671 0.11935  -0.26
S 1.04722 2.44832 1.66183  0.82
C 0.79203 -1.03502 0.02523  -0.44
H -1.83132 0.85813 -0.54434  0.33



No. 8
C3H4N2O2S | ωB97M-V/def2-TZVPD

Properties
* E_LUMO: 0.50 eV
* relative energy (zero: lowest compared OMol25 entry of this formula, charge and spin): 78.4 kcal/mol
* SMILES string: [H]/N=c1/c(O)con1S
* largest force on an atom: 0.9 eV Å⁻¹
* HOMO-LUMO gap: 9.00 eV
* multiplicity: 1
* calculated total energy: -774.80188 Eh

Last column: Mulliken charge in e.
CARTESIAN COORDINATES (ANGSTROEM)
H -2.44584 -0.93003 -0.20649  0.36
C -1.02508 0.17817 -0.68295  0.49
H 0.07940 -1.64382 1.81619  0.23
H 2.80276 0.45706 1.69872  0.16
N -0.63248 -1.33473 1.13866  -0.75
H -0.46427 1.73718 -2.18396  0.41
O -2.29039 -0.23092 -0.87929  -0.57
N 0.98969 0.31453 0.34439  0.15
C -0.21575 -0.39138 0.39178  0.59
S 2.47977 -0.36967 0.70518  -0.13
O 0.99314 1.15436 -0.80335  -0.33
C -0.27095 1.05925 -1.33887  -0.61



Question: What is the formula in the third record?
Answer: C3H4N2O2